A structure of composition C37H52BN10O2RbS3. Source: the Open Molecules 2025 dataset; level of theory: the ωB97M-V functional and the def2-TZVPD basis.

```
! wB97M-V def2-TZVPD RIJCOSX def2/J DEFGRID3
* xyz 0 1
Rb -0.096 0.176 -0.789
C 6.236 0.513 2.557
C 5.107 0.677 1.575
C 4.412 1.834 1.449
C 3.388 1.992 0.463
C 2.578 3.098 0.264
N 2.293 4.100 1.085
C 2.548 4.115 2.518
C 1.362 4.690 3.283
C 0.034 4.004 2.952
N 0.110 2.551 2.993
C -0.202 1.835 4.044
C -0.294 0.441 4.081
C -0.704 -0.177 5.293
C -0.936 -1.514 5.375
C -1.367 -2.192 6.649
C -0.796 -2.263 4.178
C -0.402 -1.747 2.973
C -0.400 -2.672 1.831
N -0.119 -2.401 0.628
C -0.238 -3.483 -0.333
C 1.113 -4.010 -0.819
C 1.861 -3.127 -1.818
N 2.153 -1.817 -1.275
C 3.332 -1.601 -0.875
C 3.751 -0.362 -0.198
C 4.724 -0.427 0.747
C 3.088 0.912 -0.481
O 2.291 1.052 -1.413
C -0.059 -0.334 2.873
O 0.388 0.198 1.836
H 6.381 1.418 3.147
H 7.176 0.294 2.045
H 6.042 -0.312 3.247
H 4.691 2.679 2.068
H 2.040 3.126 -0.680
H 1.635 4.776 0.724
H 3.455 4.676 2.754
H 2.703 3.082 2.829
H 1.253 5.759 3.076
H 1.583 4.595 4.349
H -0.305 4.266 1.950
H -0.735 4.343 3.646
H 0.272 2.006 2.137
H -0.444 2.394 4.946
H -0.841 0.452 6.169
H -1.429 -1.478 7.469
H -0.664 -2.975 6.941
H -2.348 -2.659 6.536
H -1.034 -3.324 4.217
H -0.718 -3.693 2.101
H -0.803 -3.102 -1.191
H -0.803 -4.324 0.097
H 0.941 -4.974 -1.307
H 1.751 -4.203 0.048
H 1.244 -2.994 -2.711
H 2.778 -3.655 -2.119
H 4.107 -2.381 -0.953
H 5.223 -1.381 0.908
C -4.549 2.378 -0.838
N -3.483 2.703 -1.761
C -3.628 2.903 -3.123
C -2.420 3.267 -3.585
N -1.534 3.299 -2.524
B -0.066 3.770 -2.659
N 0.851 2.823 -3.538
C 2.129 3.289 -3.786
C 2.844 2.315 -4.376
N 1.990 1.240 -4.516
C 2.356 -0.070 -4.998
C 0.767 1.551 -3.994
S -0.552 0.476 -4.031
C -2.202 2.961 -1.397
S -1.670 2.862 0.224
H -5.436 2.124 -1.415
H -4.758 3.228 -0.189
H -4.269 1.532 -0.215
H -4.565 2.742 -3.626
H -2.094 3.481 -4.587
H 0.413 3.839 -1.551
H -0.054 4.857 -3.207
H 2.415 4.290 -3.515
H 3.864 2.284 -4.714
H 3.292 0.008 -5.548
H 1.571 -0.451 -5.648
H 2.477 -0.760 -4.160
C -2.869 -2.265 -3.692
N -3.157 -3.148 -2.574
C -2.677 -4.510 -2.765
C -3.473 -2.651 -1.356
S -3.344 -1.029 -0.957
N -3.893 -3.593 -0.439
C -3.989 -3.212 0.961
C -4.928 -4.549 -0.818
H -3.124 -2.787 -4.616
H -1.814 -1.983 -3.719
H -3.451 -1.352 -3.611
H -1.696 -4.473 -3.246
H -3.343 -5.088 -3.411
H -2.577 -5.017 -1.810
H -3.113 -2.644 1.258
H -4.053 -4.127 1.554
H -4.874 -2.597 1.154
H -4.969 -4.684 -1.892
H -5.907 -4.187 -0.485
H -4.741 -5.515 -0.345
*
```

Computed properties:
Energy relative to the best compared isomer or geometry (same formula, charge and spin) = 0.0 kJ/mol
E_HOMO = -6.3 eV
E = -92049.580 eV
LUMO = -0.16 eV

Mulliken population analysis, charges in e, atoms 1 to 2: 0.22, -1.77